Record 1
The following is a quantum chemistry calculation of a 9-piece molecular cluster, C31H74N2O19 overall, from the Open Molecules 2025 dataset.

Geometry (Å):
H1 -4.581 1.331 -1.455
H2 8.953 3.407 1.572
C1 -0.157 8.134 1.316
C2 -0.697 3.462 3.897
H3 2.454 -4.081 -4.861
O1 2.676 3.310 4.905
H4 0.004 2.413 -2.605
H5 -3.301 0.211 -2.103
H6 -5.119 -0.710 -3.327
H7 1.609 -2.697 -0.844
H8 2.110 -3.987 0.922
H9 -4.213 -4.251 0.990
H10 -0.571 -8.222 -1.753
C3 2.543 2.934 6.261
O2 -2.522 -2.600 1.635
H11 0.292 6.391 -0.768
H12 -0.214 2.820 1.220
H13 -3.665 -3.669 -0.689
H14 0.540 -1.846 -1.890
C4 0.594 6.817 1.201
H15 1.530 -4.108 -3.363
O3 0.181 0.944 0.591
C5 -2.181 -3.707 0.842
O4 -2.125 -3.803 -4.349
N1 1.081 6.531 -0.151
H16 -1.089 -6.504 -1.994
H17 -3.399 -2.475 -3.375
H18 -1.925 -1.720 -4.128
H19 -0.688 2.775 3.056
H20 -0.569 9.779 -0.648
H21 -1.911 3.931 5.609
C6 0.875 -5.889 -0.163
C7 0.933 2.958 -2.727
C8 1.996 4.780 -1.576
H22 2.902 5.611 0.234
C9 -1.947 3.294 4.728
H23 -1.480 -3.464 0.026
C10 -2.344 -2.593 -3.618
C11 -2.086 1.628 1.000
H24 -0.371 8.189 -1.393
O5 -1.288 8.246 0.493
H25 -2.809 3.442 4.084
C12 -0.274 -7.176 -1.732
O6 5.107 2.625 1.663
H26 -1.665 -4.462 1.457
H27 2.112 5.551 -2.354
H28 3.301 3.342 1.253
H29 1.562 4.535 0.471
O7 0.547 -3.365 -5.015
H30 -6.458 -6.694 -4.813
H31 -0.093 5.985 1.428
O8 7.196 2.459 2.121
H32 -4.081 -7.246 -1.115
C13 3.328 1.287 0.754
H33 1.151 3.319 -3.736
H34 -4.846 -4.566 -2.254
C14 2.155 -4.875 1.550
H35 -0.341 -3.539 -4.667
H36 -0.805 -2.818 2.786
O9 1.814 3.755 2.925
H37 1.392 6.844 1.944
H38 -1.682 -1.313 3.016
H39 -4.020 1.391 -3.099
O10 -5.579 -6.324 -2.980
C15 -4.329 -6.190 -0.993
O11 -0.452 0.225 -1.457
H40 2.832 3.789 6.877
C16 -5.697 -6.073 -4.348
H41 3.265 2.155 6.502
H42 2.225 -1.443 -1.906
H43 1.542 2.605 6.505
H44 9.082 1.879 2.492
O12 1.208 -5.104 -1.013
H45 -2.003 8.867 -1.273
H46 0.551 8.963 1.206
O13 1.153 -0.772 -0.224
H47 0.512 -7.054 -2.480
H48 -0.711 -1.567 1.562
H49 1.515 -5.419 3.558
H50 3.159 -5.294 1.438
H51 2.719 1.155 -0.134
C17 -3.444 -4.240 0.209
H52 2.690 -4.074 3.496
H53 1.045 -3.801 3.005
O14 0.476 3.321 4.689
H54 -2.494 0.982 0.222
C18 1.471 -4.279 -4.441
H55 -1.761 -2.631 -2.694
O15 0.179 -7.001 -0.391
O16 -5.362 -0.138 -2.595
H56 1.140 -5.296 -4.665
C19 3.990 2.655 0.766
O17 1.222 -5.874 1.118
H57 4.088 0.516 0.884
H58 -4.745 -6.250 -4.868
H59 -1.977 0.960 1.859
C20 1.657 3.481 4.084
C21 1.844 -4.548 3.000
C22 1.403 -1.701 -1.235
H60 -2.924 -3.990 -4.847
C23 -0.695 2.073 0.593
H61 2.909 4.183 -1.735
H62 -0.729 4.467 3.460
C24 6.322 2.730 1.158
O18 0.839 4.028 -1.819
C25 1.927 5.344 -0.184
H63 -3.584 -5.630 -2.950
H64 1.755 2.276 -2.456
O19 6.606 3.030 0.024
H65 -5.982 -5.025 -4.533
C26 -1.401 -2.052 2.267
H66 -0.581 8.113 2.325
H67 8.697 1.840 0.779
H68 -2.940 -6.218 0.448
C27 8.551 2.403 1.700
H69 -1.991 2.263 5.094
N2 -3.167 -5.587 -0.314
H70 -2.712 2.501 1.171
C28 -4.268 0.696 -2.279
H71 4.217 2.991 -0.241
H72 2.636 1.169 1.590
C29 -1.037 8.799 -0.782
H73 -5.242 -6.074 -0.398
C30 -4.526 -5.612 -2.393
H74 -0.746 2.597 -0.367
C31 0.231 0.158 -0.472

Calculated values
- Lowest unoccupied orbital energy: 0.41 eV
- Total charge: 0
- SMILES: CCOC(=O)OC.CCOC(=O)OC.CCOC(=O)OC.CCOC(=O)OC.COCCNCCOC.COCCNCCOC.CO.CO.CO

Atom charges from the Löwdin analysis, given in e for atoms 1 to 8: 0.08, 0.10, -0.24, -0.22, 0.08, 0.03, 0.07, 0.06

---

Record 2
The following is a quantum chemistry calculation of a 11-piece molecular cluster, C31H75BBr6O36P7 overall, from the Open Molecules 2025 dataset.

Geometry (Å):
C1 -7.920 -22.481 -14.742
O1 -10.059 -6.645 -15.060
H1 -22.969 -6.332 -27.880
H2 -8.833 -10.988 -14.298
H3 -11.155 -5.602 -16.574
O2 -15.435 -6.230 -22.825
Br1 -4.207 -12.926 -19.745
C2 -14.139 -12.395 -31.190
H4 -11.916 -21.948 -25.699
H5 -18.187 -1.840 -17.191
H6 -3.332 -15.456 -21.011
H7 -18.922 -0.679 -16.125
H8 -27.437 -14.697 -30.436
H9 -8.087 -21.778 -13.926
H10 -11.996 -6.025 -15.147
C3 -27.433 -15.772 -30.255
O3 -21.774 0.992 -29.826
C4 -9.925 -1.131 -21.766
C5 -7.664 -4.669 -20.820
H11 -7.767 -9.931 -13.446
H12 -22.287 5.376 -30.961
H13 -16.580 -20.731 -23.530
O4 -13.987 -15.280 -30.702
H14 -27.533 -16.293 -31.207
H15 -9.499 -0.217 -21.354
H16 -10.458 -18.744 -17.835
C6 -23.979 -16.425 -31.695
H17 -10.120 -5.888 -11.711
H18 -4.838 -16.234 -21.476
O5 -12.520 -15.507 -32.817
H19 -8.638 -4.332 -20.465
O6 -14.204 -24.223 -22.751
H20 -13.004 -25.932 -22.350
H21 -11.613 -7.351 -16.184
C7 -9.106 -6.285 -11.737
H22 -15.180 -12.074 -31.191
P1 -8.581 -20.723 -16.534
H23 -6.115 -14.368 -20.607
C8 -5.100 -14.571 -20.266
C9 -14.649 -11.449 -24.215
O7 -15.095 -12.561 -24.051
C10 -18.589 -0.827 -17.152
O8 -20.178 2.591 -28.568
H24 -17.846 2.023 -31.047
C11 -15.231 -15.824 -31.184
H25 -6.935 -2.491 -17.783
H26 -23.415 -15.589 -26.630
H27 -15.305 -16.016 -32.255
Br2 -4.450 -14.169 -22.888
O9 -8.769 -22.131 -15.765
H28 -13.319 -22.511 -26.502
C12 -19.740 -0.747 -18.127
C13 -8.799 -10.029 -13.782
H29 -12.290 -24.739 -23.475
O10 -11.227 -8.153 -13.159
O11 -7.269 -20.561 -17.251
O12 -8.955 -2.209 -21.740
H30 -15.054 -21.014 -22.838
Br3 -21.812 -6.229 -25.182
H31 -16.545 -21.742 -22.142
C14 -10.199 -19.606 -14.728
H32 -5.176 -15.222 -19.395
H33 -28.292 -16.103 -29.671
O13 -24.305 -15.226 -30.970
C15 -23.032 -15.513 -27.648
B1 -14.345 -9.166 -24.429
O14 -14.692 -5.996 -25.818
O15 -13.635 -13.247 -32.192
H34 -19.635 0.619 -28.160
O16 -9.889 -20.702 -17.526
O17 -6.702 -0.948 -21.766
C16 -19.803 1.548 -27.615
O18 -25.251 -13.969 -28.844
H35 -9.446 -10.075 -12.906
H36 -5.639 -2.016 -18.971
H37 -10.539 -15.797 -30.865
H38 -14.042 -12.689 -30.145
O19 -7.672 -2.057 -19.615
H39 -9.064 -6.899 -10.837
H40 -19.435 -0.927 -19.158
O20 -14.222 -8.202 -25.532
H41 -10.636 -15.033 -29.282
H42 -13.360 -20.852 -25.730
O21 -15.962 -22.580 -23.966
H43 -9.689 -14.346 -30.570
C17 -18.760 1.446 -31.185
O22 -14.732 -24.442 -25.409
O23 -9.166 -8.913 -14.572
P2 -12.907 -14.614 -31.744
H44 -10.671 -19.768 -19.261
H45 -18.677 0.721 -30.375
O24 -14.747 -8.373 -23.213
H46 -6.869 -22.610 -15.000
O25 -13.359 -22.478 -24.437
O26 -13.012 -9.815 -24.169
H47 -10.836 -1.248 -21.178
P3 -9.987 -7.727 -13.864
Br4 -21.102 -2.128 -17.625
H48 -9.098 -19.210 -18.823
C18 -10.637 -14.839 -30.355
O27 -15.199 -10.318 -24.574
H49 -22.727 -14.499 -27.906
H50 -13.747 -11.385 -31.314
H51 -18.697 0.913 -32.134
H52 -10.044 -19.431 -13.663
H53 -20.952 -8.088 -26.545
O28 -12.249 -12.002 -23.933
H54 -22.674 -8.239 -26.350
Br5 -17.226 0.453 -17.653
H55 -20.244 0.219 -18.148
C19 -15.995 -21.519 -23.056
P4 -24.912 -15.290 -29.460
H56 -15.359 -16.802 -30.719
C20 -10.033 -19.575 -18.398
H57 -24.312 -17.383 -31.295
C21 -13.004 -21.881 -25.671
H58 -12.460 -24.359 -21.783
H59 -16.044 -15.154 -30.905
P5 -14.594 -23.536 -24.233
H60 -21.143 -6.103 -28.062
C22 -21.536 4.941 -30.302
C23 -21.983 -6.790 -27.963
H61 -10.927 -18.838 -14.989
C24 -6.672 -1.882 -18.648
O29 -21.957 3.572 -30.086
H62 -20.592 5.015 -30.843
O30 -11.726 -14.050 -30.799
C25 -14.625 -6.966 -25.075
C26 -21.886 -7.530 -26.603
H63 -6.818 -0.834 -18.390
H64 -24.453 -16.368 -32.676
H65 -22.898 -16.441 -31.833
O31 -9.010 -19.564 -15.461
Br6 -21.942 -7.958 -29.512
H66 -22.087 -16.052 -27.724
C27 -11.230 -6.394 -15.829
H67 -7.084 -4.949 -19.941
C28 -14.990 -7.131 -23.528
C29 -4.365 -15.267 -21.304
P6 -7.432 -2.096 -21.192
O32 -6.863 -3.627 -21.399
H68 -7.771 -5.584 -21.403
C30 -13.133 -11.113 -24.041
H69 -21.495 5.621 -29.451
H70 -10.747 -20.502 -15.021
H71 -8.355 -23.432 -14.432
H72 -20.498 1.361 -26.796
O33 -23.899 -16.137 -28.546
P7 -21.010 2.267 -29.919
O34 -19.905 2.325 -31.088
H73 -18.854 1.722 -27.108
H74 -8.409 -5.461 -11.583
C31 -12.943 -24.876 -22.613
O35 -26.235 -16.245 -29.646
H75 -10.240 -1.043 -22.806
O36 -8.800 -7.052 -12.911

Calculated values
- Lowest unoccupied orbital energy: 1.44 eV
- Total charge: -1

Atom charges from the Löwdin analysis, given in e for atoms 1 to 8: -0.13, -0.22, 0.05, 0.09, 0.09, 0.10, 0.60, -0.14

---

Record 3
The following is a quantum chemistry calculation of C31H77F3N4O15PPb as an isolated structure, from the Open Molecules 2025 dataset.

Geometry (Å):
C1 5.203 4.297 2.120
C2 -4.091 0.779 -3.210
O1 4.795 1.440 -5.606
C3 -5.417 2.117 -4.788
H1 -1.634 4.210 1.412
H2 4.631 5.157 1.773
O2 1.776 -2.970 -5.831
C4 4.257 1.769 -4.555
O3 -0.417 -5.663 1.953
C5 5.097 3.181 -0.082
H3 -4.165 -1.482 9.139
H4 6.039 1.793 2.871
N1 2.386 2.351 1.696
H5 2.439 -2.734 -7.853
H6 0.361 -2.262 4.778
H7 4.100 5.094 -0.183
H8 -1.271 -8.268 4.900
C6 4.819 4.044 3.592
H9 -1.188 -3.027 3.884
C7 0.110 1.273 -1.182
H10 -5.817 -1.201 8.789
H11 -5.093 2.225 -1.983
C8 -6.172 1.042 -5.660
H12 6.810 1.935 1.293
C9 -0.352 0.276 0.938
H13 5.796 -0.311 1.698
H14 -5.033 -1.105 6.275
O4 -3.297 -1.444 4.470
H15 4.383 0.300 1.746
N2 5.011 3.011 1.368
C10 -1.565 1.710 -4.679
C11 2.699 3.371 -5.612
H16 6.050 3.684 -0.242
C12 -4.817 -1.034 8.390
H17 5.403 0.580 0.154
C13 -4.031 -0.370 3.893
H18 1.208 1.591 -3.044
H19 6.264 4.508 1.982
C14 -5.456 -0.751 3.312
H20 -0.850 1.903 -5.479
H21 0.331 -4.790 5.742
H22 1.933 1.788 0.990
H23 -5.546 0.509 -6.375
O5 1.409 -0.661 -6.047
H24 4.137 4.335 -1.709
H25 1.832 0.312 -2.204
H26 -7.019 1.467 -6.197
O6 -1.328 -2.660 5.673
H27 -4.886 0.039 -3.297
H28 1.752 3.751 -5.228
H29 -0.660 -5.147 4.399
H30 0.353 -4.393 0.736
H31 -5.302 2.941 -5.492
C15 -0.650 -4.800 0.864
H32 -5.288 -1.730 2.862
C16 2.863 -2.797 -6.850
C17 0.701 -2.949 -3.343
P1 -2.165 -1.218 5.651
O7 0.652 0.782 0.093
H33 2.519 2.421 -6.116
H34 3.010 3.681 -0.722
H35 -2.630 3.902 0.337
H36 1.871 3.217 1.765
C18 -0.443 -2.991 4.680
O8 0.550 -1.771 -4.189
C19 5.315 0.553 1.240
Pb1 -0.514 2.162 4.225
H37 -4.719 0.052 8.386
O9 -0.965 1.332 1.704
C20 1.352 1.272 -2.012
H38 -1.466 2.542 -3.982
C21 1.311 -1.711 -5.395
C22 -4.429 -1.578 7.049
H39 1.601 -2.976 -2.728
H40 -4.581 0.868 -1.122
H41 6.379 0.556 -3.091
H42 -3.083 2.536 -5.880
O10 4.481 1.381 -3.285
H43 0.594 -3.820 -3.989
H44 -1.898 -8.986 3.406
C23 -1.016 -8.554 3.880
H45 0.326 -0.187 1.655
H46 -1.321 -4.023 1.230
H47 4.628 4.981 4.115
F1 -2.146 -0.612 -0.462
C24 -3.056 1.627 -5.278
H48 -0.875 -5.232 -0.111
H49 -6.157 -0.934 4.127
H50 3.870 3.511 3.637
H51 -3.057 3.685 2.052
H52 5.071 2.286 -0.703
H53 3.505 -1.965 -6.561
O11 -3.029 -1.201 6.964
H54 -3.267 1.944 -1.741
H55 -0.233 2.306 -1.113
C25 5.848 1.916 1.805
H56 -0.166 -3.040 -2.688
F2 -0.317 -1.624 -0.455
H57 -0.597 0.643 -1.721
H58 -3.113 0.314 -3.085
H59 1.969 2.007 -1.494
H60 5.036 -0.477 -3.609
H61 -1.232 0.738 -4.313
H62 -1.987 2.678 1.303
H63 3.480 -3.689 -6.963
H64 5.626 3.632 4.198
F3 -1.593 -1.887 1.248
H65 -4.180 0.414 4.636
C26 -0.764 -6.910 2.082
C27 0.082 -4.427 4.745
C28 -4.257 1.528 -1.927
H66 3.374 2.560 1.694
C29 -1.119 -0.968 0.343
H67 -3.381 0.140 3.182
H68 2.197 1.754 2.488
H69 -0.334 -9.360 4.152
H70 -4.447 -2.668 7.065
H71 3.266 4.032 -6.267
H72 -3.213 0.718 -5.859
H73 -6.008 -0.016 2.727
O12 -0.392 -7.388 3.276
O13 3.379 2.782 -4.452
O14 -1.581 -7.406 1.361
H74 0.966 -4.565 4.122
H75 -6.120 2.324 -3.981
H76 -6.588 0.230 -5.063
C30 5.319 0.344 -2.951
H77 5.151 0.083 -1.906
N3 -2.419 3.591 1.275
O15 -1.418 0.035 5.361
N4 -4.066 1.777 -4.353
C31 4.008 4.113 -0.649

Calculated values
- Lowest unoccupied orbital energy: -13.99 eV
- Spin multiplicity: 2
- Total charge: +4

Atom charges from the Löwdin analysis, given in e for atoms 1 to 8: -0.18, -0.15, 0.15, -0.14, 0.14, 0.11, -0.05, -0.56

---

What is the total charge in the third record?
+4

---

Among the records above, which one has the highest total charge?
C31H77F3N4O15PPb

---

Look up the total charge of the second one.
-1

---

Which of these has the highest lowest unoccupied orbital energy?
C31H75BBr6O36P7